1.
{"formula": "C6H8N2", "method": "the ωB97M-V functional and the def2-TZVPD basis", "species": ["H", "N", "C", "N", "C", "C", "H", "H", "H", "C", "C", "C", "H", "H", "H", "H"], "xyz": [[-2.31529, 2.12545, -0.25045], [2.07316, -1.65764, -0.93090], [1.02282, -0.89230, -0.49341], [0.04804, 0.74440, 0.75933], [-0.73559, 0.52091, -0.37948], [-0.15369, -0.42343, -1.21614], [1.85407, -0.05441, 1.47875], [-1.62873, 1.70515, 2.25873], [-0.51674, -1.10610, -2.05683], [-1.98047, 1.07766, 0.07739], [1.10012, -0.16260, 0.68804], [-1.42073, 0.91181, 1.41003], [-2.77945, 0.35343, -0.24376], [-1.81403, -0.04544, 1.85337], [3.02812, -1.35595, -0.53560], [2.32883, -1.42173, -1.82174]], "lowdin_charge": [0.139, 0.063, -0.358, 0.008, -0.322, 0.021, 0.108, 0.140, 0.124, -0.171, -0.085, -0.096, 0.135, 0.125, 0.132, 0.036], "e_above_lowest_kj_mol": 297.8, "orbital_gap_ev": 8.685, "multiplicity": 1}


2.
{"formula": "C6H8N2", "method": "the ωB97M-V functional and the def2-TZVPD basis", "species": ["H", "H", "N", "H", "C", "H", "C", "H", "H", "N", "C", "C", "C", "H", "C", "H"], "xyz": [[2.63287, 1.69968, -0.27314], [1.58691, -1.65119, -0.76650], [-0.41155, -1.23985, -0.38070], [-2.69058, -1.76523, 0.71199], [2.74175, 0.57159, 0.13943], [3.34193, -0.10439, -0.67425], [-1.48807, 2.19189, -0.19430], [3.32752, 0.12459, 1.17046], [-0.43206, -2.27096, -0.19337], [1.37324, 0.18550, 0.35767], [-2.76211, -0.67952, 0.34611], [0.93129, -0.88052, -0.26148], [-1.45529, -0.38013, -0.02727], [-1.64091, 3.31931, -0.09259], [-1.33596, 1.00565, -0.27128], [-3.71897, -0.12642, 0.40922]], "lowdin_charge": [0.113, 0.135, 0.037, 0.069, -0.205, 0.082, 0.108, 0.129, 0.157, -0.062, 0.060, -0.230, -0.383, 0.071, -0.159, 0.078], "e_above_lowest_kj_mol": 498.1, "orbital_gap_ev": 9.175, "multiplicity": 1, "smiles": "C#CC(=C)N/C=N/C"}


Number 1: E_tot -342.82052 hartree. Number 2: E_tot -342.74420 hartree.